a:
Molecular formula: C14H16
Method: DFT, ωB97M-V with the def2-TZVPD basis set

Each line ends with the Mulliken charge.
Geometry (Å):
C1 0.49 -1.88 2.78  -1.2901
C2 -0.15 -1.63 0.36  -0.1766
C3 -0.52 -1.61 1.76  0.7237
C4 -1.12 -1.51 -0.65  -0.6581
C5 -2.49 -1.22 -0.23  -0.4972
C6 -1.87 -1.70 2.05  -0.6197
C7 -2.81 -1.37 1.09  -0.3957
H1 0.86 -1.66 -0.08  0.2280
H2 -0.82 -1.55 -1.65  0.5022
H3 0.59 -0.82 3.18  0.2637
H4 1.48 -1.64 2.41  0.3542
H5 -3.15 -0.97 -1.05  0.3862
H6 -2.23 -1.94 2.93  0.6027
H7 -3.73 -1.08 1.65  0.2465
H8 0.31 -2.61 3.59  0.3316
C8 1.99 0.70 -2.99  -1.6370
C9 -0.63 2.19 -0.77  -0.3477
C10 0.06 1.70 -1.88  -0.7765
C11 0.04 2.44 0.47  -0.5402
C12 1.43 1.41 -1.80  0.9628
C13 1.40 2.10 0.56  -0.2674
C14 2.07 1.58 -0.55  -0.3818
H9 -1.65 2.23 -0.99  0.4483
H10 -0.45 1.51 -2.71  0.4577
H11 -0.71 2.64 1.37  0.2306
H12 2.07 2.29 1.44  0.3156
H13 1.33 0.74 -3.91  0.2816
H14 2.19 -0.34 -2.74  0.2829
H15 3.09 1.20 -0.42  0.3381
H16 2.93 0.79 -3.21  0.6314

## Properties
LUMO = 0.86 eV
SMILES string = Cc1ccccc1.Cc1ccccc1
Kohn-Sham gap = 9.4 eV

***

b:
Molecular formula: C14H16
Method: DFT, ωB97M-V with the def2-TZVPD basis set

Each line ends with the Mulliken charge.
Geometry (Å):
C1 -0.25 -0.44 3.74  -1.4610
C2 1.41 2.31 1.75  -0.4584
C3 0.55 1.63 2.62  -0.5417
C4 2.48 1.64 1.16  -0.5024
C5 0.67 0.25 2.76  1.0553
C6 2.60 0.26 1.30  -0.4409
C7 1.71 -0.42 2.11  -0.4562
H1 1.10 3.20 1.21  0.3479
H2 -0.05 2.21 3.31  0.3608
H3 3.12 2.17 0.47  0.3330
H4 3.43 -0.29 0.87  0.4052
H5 -0.34 0.15 4.65  0.3566
H6 0.16 -1.39 4.08  0.3794
H7 1.69 -1.50 2.18  0.3475
H8 -1.23 -0.68 3.35  0.2899
C8 -3.10 -0.13 -3.69  -1.3420
C9 -0.52 -0.02 -0.92  0.2739
C10 -1.62 0.30 -1.71  -0.8371
C11 0.25 -1.14 -1.16  -0.2664
C12 -2.00 -0.52 -2.76  1.0347
C13 -0.21 -2.00 -2.15  -0.5238
C14 -1.20 -1.64 -3.04  -0.6538
H9 -0.22 0.78 -0.25  0.1438
H10 -2.12 1.25 -1.59  0.3018
H11 1.13 -1.33 -0.56  0.2467
H12 0.30 -2.96 -2.21  0.3458
H13 -3.14 -0.65 -4.65  0.3522
H14 -3.09 0.94 -3.90  0.3143
H15 -1.43 -2.27 -3.88  0.3018
H16 -4.09 -0.28 -3.26  0.2933

## Properties
LUMO = 0.93 eV
SMILES string = Cc1ccccc1.Cc1ccccc1
Kohn-Sham gap = 9.8 eV

***

What should be chosen as the least stable of them? Choose a.

***

a:
Molecular formula: C14H16
Method: DFT, ωB97M-V with the def2-TZVPD basis set

Each line ends with the Mulliken charge.
Geometry (Å):
C1 -1.49 -3.64 -2.52  -1.3807
C2 -0.79 -1.82 0.72  -0.0053
C3 0.51 -1.33 0.59  -0.9449
C4 -1.44 -2.56 -0.25  -0.7285
C5 -0.85 -2.77 -1.49  1.1847
C6 1.04 -1.51 -0.68  -0.1182
C7 0.43 -2.22 -1.72  -0.7340
H1 -1.33 -1.63 1.65  0.3482
H2 0.94 -0.87 1.46  0.4683
H3 -2.49 -2.76 -0.12  0.3184
H4 2.00 -1.08 -0.97  0.3173
H5 -2.34 -3.25 -3.10  0.2908
H6 -1.86 -4.58 -2.11  0.3285
H7 1.00 -2.46 -2.60  0.3039
H8 -0.77 -3.98 -3.27  0.3415
C8 -1.52 2.59 -0.01  -1.3206
C9 -0.20 2.60 0.70  0.8223
C10 -0.02 2.25 2.02  -0.2295
C11 0.97 2.71 -0.08  -0.4036
C12 1.24 2.01 2.58  -0.5870
C13 2.22 2.48 0.45  -0.6686
C14 2.38 2.16 1.80  -0.4029
H9 -1.46 2.93 -1.04  0.3837
H10 -2.23 3.18 0.56  0.3397
H11 -0.78 2.35 2.80  0.3373
H12 0.80 3.18 -1.04  0.3345
H13 1.35 1.77 3.63  0.4079
H14 3.14 2.63 -0.11  0.3906
H15 3.38 2.07 2.19  0.3794
H16 -1.83 1.54 -0.04  0.2268

## Properties
LUMO = 0.97 eV
SMILES string = Cc1ccccc1.Cc1ccccc1
Kohn-Sham gap = 9.9 eV

***

b:
Molecular formula: C14H16
Method: DFT, ωB97M-V with the def2-TZVPD basis set

Each line ends with the Mulliken charge.
Geometry (Å):
C1 -1.37 0.64 3.16  -1.4178
C2 -1.21 -0.33 -0.32  -0.0458
C3 -0.97 -0.34 1.00  -0.5700
C4 -2.32 0.34 -0.88  -0.3940
C5 -1.84 0.44 1.79  0.9706
C6 -3.20 1.11 -0.19  -0.7019
C7 -2.79 1.28 1.19  -0.5095
H1 -0.57 -0.97 -0.90  0.6495
H2 -0.11 -0.82 1.55  0.0044
H3 -2.59 -0.15 -1.88  0.2312
H4 -4.02 1.59 -0.58  0.5119
H5 -0.75 -0.19 3.57  0.3846
H6 -2.16 0.98 3.92  0.3637
H7 -3.20 2.04 1.95  0.2360
H8 -0.69 1.57 3.24  0.2512
C8 2.77 -1.13 0.88  -1.2467
C9 0.96 0.07 -2.94  -0.6835
C10 1.49 -1.20 -2.74  -0.3005
C11 1.24 1.03 -1.89  -0.3853
C12 1.97 -1.65 -1.49  -0.7630
C13 1.73 0.68 -0.69  -0.4852
C14 2.15 -0.66 -0.51  1.1318
H9 0.28 0.21 -3.72  0.4781
H10 1.38 -1.76 -3.70  0.2391
H11 1.05 2.01 -2.34  0.3445
H12 2.20 -2.67 -1.30  0.4250
H13 1.76 1.33 0.21  0.3271
H14 3.44 -0.26 1.10  0.3404
H15 3.37 -1.98 0.81  0.4247
H16 1.99 -1.21 1.68  0.1895

## Properties
LUMO = 0.93 eV
SMILES string = Cc1ccccc1.Cc1ccccc1
Kohn-Sham gap = 9.5 eV

***

What should be chosen as the least stable of them? Choose b.

***

a:
Molecular formula: C14H16
Method: DFT, ωB97M-V with the def2-TZVPD basis set

Each line ends with the Mulliken charge.
Geometry (Å):
C1 0.42 -3.54 1.13  -1.5158
C2 0.36 -1.96 -0.96  -1.1213
C3 0.92 -2.27 0.40  1.2461
C4 0.86 -0.79 -1.54  -0.1915
C5 1.95 -1.48 0.95  -0.7533
C6 1.90 -0.01 -1.06  -0.8163
C7 2.40 -0.33 0.27  -0.3946
H1 -0.27 -2.64 -1.40  0.5490
H2 0.58 -0.51 -2.52  0.6580
H3 0.77 -3.55 2.15  0.3890
H4 0.77 -4.34 0.65  0.4320
H5 2.24 -1.69 1.96  0.3580
H6 2.43 0.82 -1.41  0.4338
H7 3.08 0.34 0.67  0.4599
H8 -0.73 -3.70 0.96  0.2643
C8 -1.99 0.76 -1.76  -1.3164
C9 -1.25 2.81 -0.63  -0.8756
C10 -1.34 1.38 -0.65  1.0995
C11 -0.84 3.39 0.54  -0.1856
C12 -1.04 0.62 0.48  -0.2253
C13 -0.49 2.62 1.67  -0.4966
C14 -0.66 1.24 1.62  -0.5770
H9 -1.58 3.43 -1.43  0.4475
H10 -0.59 4.51 0.78  0.1750
H11 -2.81 1.13 -2.30  0.5396
H12 -2.44 -0.26 -1.36  0.2219
H13 -1.02 -0.51 0.46  0.3014
H14 -0.12 3.19 2.51  0.3788
H15 -0.26 0.69 2.48  0.3409
H16 -1.26 0.65 -2.64  0.1744

## Properties
LUMO = 0.93 eV
SMILES string = Cc1ccccc1.Cc1ccccc1
Kohn-Sham gap = 9.4 eV

***

b:
Molecular formula: C14H16
Method: DFT, ωB97M-V with the def2-TZVPD basis set

Each line ends with the Mulliken charge.
Geometry (Å):
C1 0.58 2.71 2.38  -1.3652
C2 2.55 0.03 0.59  -0.4038
C3 2.39 -1.06 1.42  -0.5939
C4 1.86 1.21 0.81  -0.3589
C5 1.12 1.35 1.98  0.5401
C6 1.48 -0.98 2.46  -0.3462
C7 0.87 0.23 2.76  -0.3595
H1 3.18 -0.03 -0.29  0.3456
H2 2.94 -1.98 1.26  0.3884
H3 1.96 2.06 0.14  0.3754
H4 1.23 -1.85 3.05  0.3799
H5 0.60 2.85 3.46  0.3897
H6 -0.47 2.86 2.09  0.2520
H7 0.24 0.31 3.64  0.3804
H8 1.16 3.51 1.93  0.3776
C8 -0.61 -2.70 -2.47  -1.3840
C9 -1.36 0.38 -0.43  -0.1800
C10 -0.75 -0.78 -0.86  0.0048
C11 -2.31 1.04 -1.21  -0.6565
C12 -1.16 -1.37 -2.06  0.6702
C13 -2.62 0.53 -2.45  -0.4891
C14 -2.10 -0.71 -2.83  -0.5112
H9 -1.14 0.81 0.54  0.3259
H10 0.09 -1.12 -0.28  0.1896
H11 -2.66 2.00 -0.86  0.3823
H12 -3.33 0.97 -3.15  0.3546
H13 0.47 -2.79 -2.29  0.3204
H14 -0.77 -2.89 -3.54  0.3579
H15 -2.31 -1.08 -3.82  0.3103
H16 -1.13 -3.52 -1.99  0.3032

## Properties
LUMO = 0.98 eV
SMILES string = Cc1ccccc1.Cc1ccccc1
Kohn-Sham gap = 9.9 eV

***

c:
Molecular formula: C14H16
Method: DFT, ωB97M-V with the def2-TZVPD basis set

Each line ends with the Mulliken charge.
Geometry (Å):
C1 -1.84 -2.16 2.87  -1.4002
C2 -0.82 1.12 1.27  -0.5100
C3 -1.55 0.01 1.65  -0.3841
C4 0.52 1.18 1.64  -0.3816
C5 -0.99 -1.00 2.40  0.8841
C6 1.12 0.15 2.37  -0.6656
C7 0.39 -0.98 2.73  -0.5611
H1 -1.08 1.89 0.57  0.5316
H2 -2.59 -0.15 1.37  0.3495
H3 1.15 1.98 1.27  0.3943
H4 2.14 0.24 2.72  0.3771
H5 -2.71 -1.78 3.41  0.3460
H6 -1.35 -2.76 3.63  0.3906
H7 0.80 -1.74 3.37  0.3534
H8 -2.17 -2.71 1.98  0.2861
C8 2.12 -1.09 -1.69  -1.2910
C9 -1.14 0.86 -1.85  -0.7063
C10 -0.80 1.93 -2.66  -0.4226
C11 -0.19 -0.09 -1.51  0.0120
C12 1.11 -0.06 -2.05  0.6383
C13 0.47 1.99 -3.19  -0.5042
C14 1.38 0.95 -2.97  -0.4619
H9 -2.15 0.57 -1.58  0.3729
H10 -1.53 2.72 -2.83  0.3813
H11 -0.56 -0.95 -0.96  0.3853
H12 0.70 2.91 -3.72  0.3619
H13 1.83 -2.11 -1.95  0.3184
H14 2.34 -1.03 -0.62  0.2423
H15 2.33 1.04 -3.46  0.3020
H16 3.07 -0.93 -2.21  0.3614

## Properties
LUMO = 0.94 eV
SMILES string = Cc1ccccc1.Cc1ccccc1
Kohn-Sham gap = 9.7 eV

***

What should be chosen as the least stable of them? Choose a.